Molecular formula: C42H123N9O15
Method: DFT, ωB97M-V/def2-TZVPD

Structure (XYZ):
```
189
Properties=species:S:1:pos:R:3:forces:R:3:lowdin_charge:R:1
C -11.919 -2.188 -28.428 -0.1 -0.7 -1.1 -0.14
O -11.806 -3.296 -29.350 -0.3 0.5 0.0 -0.14
H -12.856 -1.690 -28.677 -0.2 -0.3 0.3 0.07
H -11.909 -2.587 -27.414 0.0 0.5 0.1 0.07
H -11.176 -1.417 -28.635 0.4 -0.2 0.4 0.07
H -10.955 -3.731 -29.271 0.1 0.2 0.2 0.06
C 0.706 -4.699 -32.351 0.4 0.2 0.5 -0.16
O 0.029 -5.586 -31.452 0.0 0.5 -0.3 -0.12
H 0.848 -3.743 -31.846 -0.1 -0.1 0.3 0.07
H 1.713 -5.039 -32.593 0.0 -0.2 -0.1 0.07
H 0.181 -4.448 -33.273 -0.3 -0.5 -0.1 0.07
H 0.219 -6.504 -31.658 0.1 0.1 -0.2 0.07
C -11.108 -12.750 -31.634 -1.3 1.1 0.2 -0.14
O -12.269 -12.659 -32.494 0.6 -1.2 -0.2 -0.14
H -10.709 -13.756 -31.508 -0.4 -0.1 -0.7 0.07
H -10.321 -12.074 -31.968 0.1 -0.1 0.1 0.07
H -11.486 -12.453 -30.655 0.6 0.2 0.3 0.07
H -12.543 -11.755 -32.661 0.4 0.1 0.3 0.07
C -2.648 -9.701 -24.226 1.4 -1.0 0.9 -0.12
O -1.359 -10.279 -24.640 -1.0 0.9 -1.0 -0.15
H -3.040 -8.914 -24.871 0.7 -0.2 -0.4 0.07
H -3.416 -10.471 -24.141 0.0 0.0 0.0 0.07
H -2.423 -9.278 -23.247 -0.6 0.2 0.1 0.07
H -1.141 -11.079 -24.156 -0.5 0.1 0.2 0.06
C -2.066 -13.631 -30.331 -0.4 1.1 1.6 -0.15
O -1.034 -13.401 -29.357 1.0 -0.8 -0.7 -0.14
H -1.711 -14.068 -31.264 0.5 0.1 0.4 0.08
H -2.835 -14.265 -29.892 -0.1 -0.2 -0.2 0.07
H -2.495 -12.641 -30.488 -0.4 -0.1 -0.7 0.07
H -1.343 -12.991 -28.545 -0.5 0.0 -0.3 0.07
C 0.685 1.366 -27.079 -0.1 0.9 -0.4 -0.15
O -0.178 2.498 -26.970 -0.3 0.0 0.1 -0.13
H 0.118 0.437 -27.137 0.1 -0.1 0.4 0.07
H 1.262 1.453 -28.000 0.3 -0.1 0.0 0.07
H 1.347 1.461 -26.218 0.0 -0.6 -0.1 0.08
H -0.409 2.817 -27.845 0.0 -0.1 0.0 0.06
C -1.452 1.644 -15.773 -0.3 0.1 -1.1 -0.06
C -0.666 0.942 -16.920 2.4 1.1 1.3 -0.38
C -0.273 1.815 -18.177 -1.7 -1.6 0.0 -0.13
O -1.475 2.135 -18.972 1.4 0.0 0.9 -0.19
C -2.147 1.083 -19.608 -0.7 -0.7 -0.2 -0.15
N 0.641 0.526 -16.276 -0.4 0.7 -0.3 0.00
H -1.770 0.931 -15.012 -0.4 -0.1 -0.3 0.07
H -2.266 2.218 -16.217 -0.5 -0.5 0.1 0.07
H -0.938 2.412 -15.196 0.9 -0.2 -0.4 0.07
H -1.067 -0.008 -17.274 -1.0 0.5 -0.1 0.11
H 0.411 1.140 -18.691 -0.1 -0.1 -0.8 0.10
H 0.332 2.714 -18.055 -0.7 0.2 0.6 0.12
H -2.416 0.202 -19.025 0.5 0.0 0.8 0.07
H -1.667 0.676 -20.498 0.5 0.3 -0.2 0.08
H -3.146 1.408 -19.897 0.2 0.6 -0.2 0.09
H 0.427 -0.098 -15.511 0.1 -0.1 0.1 0.06
H 1.227 0.021 -16.925 0.0 -0.2 -0.1 0.05
C -14.417 4.604 -25.542 0.3 -0.2 -0.7 -0.08
C -13.157 4.094 -24.889 -0.2 0.9 1.4 -0.43
C -11.920 4.968 -25.264 -0.3 -0.5 1.2 -0.18
O -10.763 4.271 -24.767 -0.4 1.0 0.6 -0.22
C -9.710 4.123 -25.684 -1.5 -0.7 -0.9 -0.11
N -13.456 3.985 -23.451 1.0 -0.7 0.4 0.03
H -14.556 5.636 -25.221 -0.1 0.2 -0.4 0.08
H -15.330 4.058 -25.305 0.3 -0.2 0.3 0.08
H -14.252 4.502 -26.615 -0.4 0.5 -0.2 0.07
H -12.861 3.090 -25.194 -0.3 -0.1 -0.2 0.14
H -11.874 5.943 -24.778 -0.6 0.2 0.2 0.12
H -11.985 5.190 -26.329 0.7 -0.5 -0.4 0.12
H -10.211 3.465 -26.394 1.0 -0.6 -0.8 0.08
H -8.855 3.655 -25.196 -0.1 0.2 -0.1 0.09
H -9.496 5.020 -26.265 0.4 0.4 0.4 0.08
H -13.911 4.727 -22.937 -0.2 0.5 -0.8 0.07
H -12.599 3.832 -22.939 0.2 -0.3 0.1 0.06
C -5.550 -2.219 -29.291 -0.4 0.2 0.2 -0.07
C -5.911 -3.145 -28.110 1.9 1.0 -0.3 -0.40
C -5.839 -4.605 -28.455 -0.5 -0.7 -1.0 -0.22
O -6.826 -4.895 -29.480 1.1 -0.7 -0.3 -0.20
C -6.721 -6.250 -30.014 -0.4 0.9 0.8 -0.08
N -4.904 -2.872 -27.024 -1.2 -0.1 0.2 0.03
H -4.534 -2.300 -29.677 0.0 -0.9 -0.2 0.08
H -5.495 -1.191 -28.932 -0.6 0.2 0.2 0.07
H -6.319 -2.283 -30.061 0.3 0.1 -0.3 0.07
H -6.939 -2.899 -27.843 0.1 0.0 0.6 0.13
H -5.988 -5.264 -27.599 -0.3 0.1 0.3 0.12
H -4.823 -4.823 -28.786 0.2 -0.1 -0.5 0.12
H -6.902 -6.922 -29.175 0.0 -0.4 -0.1 0.08
H -5.784 -6.509 -30.507 0.4 0.4 0.3 0.08
H -7.479 -6.397 -30.783 -0.2 0.3 0.3 0.08
H -4.656 -1.893 -27.052 -0.2 0.2 0.1 0.05
H -4.023 -3.345 -27.167 -0.1 -0.4 -0.3 0.06
C -4.151 0.896 -35.269 0.7 -0.5 1.9 -0.08
C -4.536 -0.468 -35.751 -1.6 0.2 -2.0 -0.44
C -6.019 -0.558 -36.195 -0.7 0.3 0.4 -0.15
O -7.053 -0.064 -35.231 1.6 -0.9 -0.3 -0.19
C -8.269 -0.800 -35.223 -0.1 0.0 -0.9 -0.13
N -3.711 -0.824 -36.947 -0.1 0.0 0.7 0.02
H -4.008 1.753 -35.927 -0.5 -0.4 -0.5 0.09
H -3.170 0.638 -34.871 0.4 0.8 0.4 0.07
H -4.789 1.151 -34.423 0.1 0.4 0.0 0.08
H -4.294 -1.253 -35.035 -0.2 0.3 0.4 0.14
H -6.182 -1.581 -36.536 -0.5 -0.2 0.4 0.11
H -6.102 0.045 -37.100 -0.1 0.3 -0.1 0.12
H -8.927 -0.621 -34.372 0.8 0.3 0.5 0.08
H -8.100 -1.874 -35.304 0.1 -0.1 0.0 0.08
H -8.895 -0.480 -36.055 0.0 -0.1 -0.5 0.08
H -3.840 -0.137 -37.676 -0.6 0.2 -0.3 0.06
H -2.803 -0.536 -36.610 0.7 -0.5 -0.2 0.05
C -9.815 -2.633 -22.423 -1.4 -1.2 -1.0 -0.07
C -9.562 -4.043 -21.869 -1.6 1.5 0.4 -0.47
C -9.950 -5.158 -22.806 0.5 -2.5 0.8 -0.19
O -11.359 -5.574 -22.697 0.7 1.3 -1.2 -0.19
C -11.924 -6.539 -23.624 1.2 -0.1 1.3 -0.09
N -8.147 -4.018 -21.547 0.0 -1.1 0.2 0.03
H -9.065 -2.543 -23.209 0.1 0.9 0.1 0.08
H -9.823 -1.887 -21.629 0.3 0.1 -0.3 0.08
H -10.772 -2.628 -22.946 -0.3 0.4 0.1 0.07
H -10.174 -4.127 -20.971 0.2 -0.4 0.2 0.14
H -9.347 -6.019 -22.517 -0.1 -0.5 1.1 0.11
H -9.361 -5.090 -23.720 -1.4 0.9 -1.5 0.12
H -11.614 -7.527 -23.282 0.4 -0.3 -0.2 0.07
H -11.606 -6.412 -24.659 -0.2 0.3 0.0 0.08
H -13.004 -6.584 -23.481 0.0 0.7 -0.2 0.08
H -7.762 -3.796 -22.454 0.9 0.0 -0.1 0.06
H -8.077 -3.149 -21.035 0.6 0.1 0.3 0.07
C -9.236 -9.547 -39.036 -0.1 -1.7 -0.7 -0.08
C -8.733 -9.441 -37.600 -0.2 1.0 -2.1 -0.43
C -7.245 -9.729 -37.385 -0.8 -0.9 0.2 -0.19
O -7.056 -11.142 -37.574 0.9 0.6 0.1 -0.19
C -5.671 -11.510 -37.645 -0.5 0.3 -0.6 -0.11
N -9.002 -8.074 -37.241 0.2 1.6 2.1 0.01
H -10.284 -9.839 -38.975 -0.2 0.3 -0.2 0.07
H -8.792 -10.387 -39.570 0.3 0.0 -0.2 0.07
H -9.162 -8.645 -39.644 0.3 0.0 0.2 0.07
H -9.365 -10.142 -37.055 0.4 0.1 0.6 0.14
H -7.037 -9.386 -36.371 0.3 -0.4 0.4 0.12
H -6.571 -9.157 -38.022 -0.2 0.1 -0.5 0.12
H -5.585 -12.567 -37.898 -0.3 -0.1 0.7 0.09
H -5.114 -11.213 -36.757 -0.1 -0.3 0.2 0.08
H -5.167 -11.053 -38.497 -0.1 0.6 -0.2 0.08
H -9.858 -7.626 -37.534 -0.3 -0.8 -0.1 0.07
H -8.297 -7.403 -37.511 0.4 -0.4 -0.1 0.07
C -16.219 -7.496 -32.976 -0.2 0.8 -0.8 -0.08
C -15.251 -7.249 -34.125 0.0 2.1 -0.6 -0.42
C -15.600 -5.827 -34.817 0.9 -2.6 -0.1 -0.18
O -14.780 -5.692 -36.029 -1.3 1.9 0.9 -0.19
C -15.094 -4.382 -36.592 -0.7 -0.4 0.0 -0.11
N -13.858 -7.219 -33.685 0.0 -0.6 -0.1 0.03
H -16.097 -6.707 -32.234 0.3 -0.5 0.6 0.08
H -16.177 -8.529 -32.631 0.1 0.3 0.4 0.08
H -17.210 -7.278 -33.375 -0.3 -0.4 0.0 0.07
H -15.427 -8.029 -34.866 0.4 0.0 -0.2 0.13
H -15.401 -5.046 -34.083 0.3 0.3 -0.1 0.11
H -16.674 -5.848 -35.005 -0.1 0.3 -0.6 0.11
H -16.139 -4.348 -36.902 -0.3 -0.3 -0.1 0.08
H -14.542 -4.096 -37.488 0.5 -0.7 0.2 0.08
H -15.035 -3.549 -35.892 0.5 -0.2 0.5 0.08
H -13.239 -7.300 -34.479 0.0 -0.1 -0.2 0.06
H -13.644 -6.303 -33.317 -0.1 0.1 0.3 0.07
C 2.477 6.383 -29.627 -1.7 -2.1 1.7 -0.08
C 2.086 5.646 -30.997 0.0 1.3 2.5 -0.37
C 0.573 5.849 -31.446 0.3 1.2 1.0 -0.15
O -0.488 5.253 -30.611 0.9 -0.3 -1.2 -0.21
C -1.843 5.744 -30.806 1.1 0.4 0.9 -0.10
N 3.105 6.223 -31.847 -0.3 -0.1 -2.5 -0.01
H 1.999 5.934 -28.757 -0.6 -0.5 0.1 0.05
H 2.180 7.416 -29.442 0.1 0.3 -1.1 0.07
H 3.502 6.239 -29.286 0.4 0.2 -0.9 0.06
H 2.271 4.572 -31.024 0.0 -0.1 0.7 0.13
H 0.548 5.577 -32.501 -0.5 -0.2 0.0 0.12
H 0.403 6.917 -31.304 0.0 0.4 -0.6 0.11
H -2.396 5.244 -30.012 -0.2 -0.1 -0.3 0.08
H -2.325 5.640 -31.778 0.4 -0.6 -0.2 0.08
H -1.897 6.807 -30.571 0.2 0.3 0.0 0.08
H 2.933 7.194 -32.065 -0.1 0.1 0.1 0.07
H 3.995 6.180 -31.371 -0.1 0.0 -0.1 0.06
C 2.770 -4.784 -23.889 -0.6 -0.9 -0.1 -0.06
C 2.799 -4.696 -25.432 0.7 0.9 -0.1 -0.44
C 3.962 -5.470 -26.153 0.4 1.3 0.5 -0.17
O 5.329 -5.137 -25.788 0.1 -0.4 -0.3 -0.22
C 5.886 -3.798 -25.980 -2.5 -0.7 1.1 -0.07
N 1.479 -5.082 -25.927 0.1 -0.9 -0.1 0.02
H 1.757 -4.561 -23.551 0.0 0.8 -0.1 0.07
H 3.501 -4.235 -23.296 0.1 0.2 -0.5 0.07
H 2.804 -5.817 -23.543 0.6 -0.4 -0.3 0.07
H 2.872 -3.646 -25.716 0.2 0.2 0.1 0.12
H 3.912 -5.345 -27.235 -0.5 0.1 -0.2 0.11
H 3.775 -6.521 -25.931 0.6 -0.2 0.1 0.12
H 5.766 -3.302 -26.943 0.5 -0.8 -0.7 0.08
H 6.898 -3.826 -25.577 -0.2 0.1 -0.3 0.09
H 5.200 -3.199 -25.380 0.6 0.7 0.6 0.07
H 1.414 -5.046 -26.934 0.2 0.6 -0.4 0.07
H 1.395 -6.080 -25.802 -0.3 -0.5 0.5 0.07
```
Forces are in eV/Å.

Summary:
Energy relative to the best compared isomer or geometry (same formula, charge and spin) (kJ/mol): 1082.8
Orbital gap (eV): 8.991
DFT total energy (eV): -89656.4214
HOMO (eV): -8.81